--- A ---
18
Properties=species:S:1:pos:R:3:lowdin_charge:R:1 method="wB97M-V/def2-TZVPD" e_lumo_ev="0.25 / 0.48" gap_ha="0.276 / 0.293"
C -0.516 1.564 -0.869 -0.096
N 0.143 0.309 -0.510 -0.059
C 0.343 -0.080 0.679 -0.331
C 2.211 0.524 -0.916 -0.072
C -1.772 -0.525 0.826 -0.060
C 0.998 -0.573 1.706 0.012
C -2.203 -1.722 0.488 -0.087
N 2.640 0.014 -1.967 0.064
H 1.942 -0.512 -2.500 0.060
H 2.852 1.169 -0.297 0.086
H -2.343 0.242 1.342 0.046
H -0.680 2.210 -0.003 0.085
H 0.101 2.092 -1.599 0.076
H -1.459 1.323 -1.359 0.080
H 2.069 -0.458 1.795 0.046
H 0.452 -1.070 2.497 0.055
H -1.576 -2.425 -0.057 0.048
H -3.203 -2.082 0.744 0.045

***

--- B ---
18
Properties=species:S:1:pos:R:3:lowdin_charge:R:1 method="wB97M-V/def2-TZVPD" smiles=Cc1ccc(C)n1N e_lumo_ev=0.96 gap_ha=0.311
C -2.172 0.710 -1.023 -0.047
C -1.119 -0.006 -0.253 -0.314
C -1.236 -1.181 0.472 -0.075
C 0.027 -1.514 1.027 -0.070
C 0.930 -0.600 0.545 -0.264
C 2.410 -0.580 0.621 -0.048
N 0.182 0.403 -0.179 -0.096
N 0.670 1.611 -0.715 0.093
H -1.798 1.030 -2.001 0.076
H -3.037 0.060 -1.190 0.082
H -2.514 1.595 -0.477 0.077
H -2.142 -1.769 0.563 0.096
H 0.244 -2.357 1.671 0.102
H 2.747 -0.803 1.639 0.079
H 2.841 0.382 0.330 0.063
H 2.821 -1.343 -0.048 0.080
H 1.220 2.108 -0.020 0.088
H -0.076 2.255 -0.963 0.079

***

Winner for stability: B

***

--- A ---
18
Properties=species:S:1:pos:R:3:lowdin_charge:R:1 method="wB97M-V/def2-TZVPD" smiles="C=C(C)N.C=C=C=N" e_lumo_ev=0.08 gap_ha=0.311
C 1.729 -0.149 1.143 0.000
C 1.079 0.476 0.151 -0.495
C 0.362 1.784 0.331 -0.061
N 1.200 0.082 -1.208 0.076
H 2.376 -0.995 0.977 0.049
H 1.464 0.048 2.168 0.052
H 1.020 2.622 0.093 0.084
H -0.443 1.857 -0.400 0.053
H -0.044 1.845 1.337 0.082
H 1.269 0.852 -1.859 0.081
H 1.976 -0.553 -1.354 0.084
C -0.940 -2.376 0.363 0.024
C -1.511 -1.267 -0.042 -0.099
C -2.104 -0.314 -0.689 -0.207
N -3.094 0.378 -0.959 0.128
H 0.065 -2.327 0.768 0.039
H -1.440 -3.334 0.297 0.060
H -2.963 1.372 -1.116 0.049

***

--- B ---
18
Properties=species:S:1:pos:R:3:lowdin_charge:R:1 method="wB97M-V/def2-TZVPD" e_lumo_ev=0.27 gap_ha=0.324
H -0.608 2.893 -0.621 0.069
N -0.280 2.091 -0.087 0.054
C 0.953 2.178 0.295 -0.227
C 1.582 1.067 0.924 -0.096
C 0.928 -0.089 1.116 -0.102
C 0.529 -1.109 1.821 0.028
H 1.593 3.025 0.038 0.111
H 2.653 1.109 1.083 0.108
H 0.423 -1.035 2.896 0.074
H 0.220 -2.037 1.363 0.063
H 0.273 -1.761 -2.330 0.039
N 0.493 -0.899 -1.822 0.079
C -0.398 -0.562 -0.991 -0.384
C -1.725 -1.248 -0.790 -0.090
H -0.421 0.599 -0.651 0.068
H -2.462 -0.794 -1.457 0.075
H -1.673 -2.312 -1.021 0.068
H -2.079 -1.115 0.232 0.063

***

Winner for stability: A

***

--- A ---
9
Properties=species:S:1:pos:R:3:lowdin_charge:R:1 method="wB97M-V/def2-TZVPD" smiles="NP(O)(O)=S" e_lumo_ev=0.44 gap_ha=0.346
N -0.551 -1.325 0.165 -0.107
P 0.323 0.047 -0.104 0.079
O -0.391 1.284 0.848 -0.281
O 0.016 0.520 -1.613 -0.203
S 2.174 -0.217 0.320 0.245
H 0.150 -2.090 0.241 0.055
H -1.339 -1.516 0.740 0.053
H 0.216 2.050 1.095 0.093
H -0.598 1.246 -1.692 0.066

***

--- B ---
9
Properties=species:S:1:pos:R:3:lowdin_charge:R:1 method="wB97M-V/def2-TZVPD" smiles="N=P(O)(O)S" e_lumo_ev=0.37 gap_ha=0.368
N 0.421 -1.369 0.691 -0.151
P -0.143 -0.086 0.062 0.092
O -1.395 0.623 0.720 -0.210
O -0.822 -0.578 -1.271 -0.188
S 0.863 1.617 -0.623 0.484
H 0.625 -1.339 1.634 -0.051
H -1.229 1.560 1.021 0.085
H -0.436 -1.341 -1.619 0.042
H 2.116 0.914 -0.616 -0.103

***

Winner for stability: A

***

--- A ---
21
Properties=species:S:1:pos:R:3:lowdin_charge:R:1 method="wB97M-V/def2-TZVPD" smiles=C[C@H]1[C@@H]2[C@H]1[C@@]1(C#N)C[C@@H]21.O e_lumo_ev=0.82 gap_ha=0.392
C -1.392 -0.875 -1.440 -0.049
C -0.223 -1.529 -0.744 -0.248
C 1.205 -1.089 -0.880 -0.136
C 0.483 -0.990 0.474 -0.114
C 0.634 0.515 0.438 -0.322
C -0.367 1.479 0.841 -0.107
N -1.120 2.388 0.692 0.144
C 2.083 0.917 0.265 -0.017
C 1.344 0.413 -0.928 -0.137
H -1.236 0.200 -1.593 0.075
H -1.550 -1.334 -2.427 0.081
H -2.313 -1.001 -0.853 0.083
H -0.301 -2.619 -0.697 0.141
H 2.003 -1.786 -1.139 0.142
H 0.663 -1.600 1.360 0.143
H 2.844 0.296 0.742 0.122
H 2.276 1.990 0.285 0.122
H 1.145 1.056 -1.787 0.150
O -1.916 1.193 2.825 -0.184
H -2.090 0.333 2.429 0.005
H -2.171 2.043 2.139 0.107

***

--- B ---
21
Properties=species:S:1:pos:R:3:lowdin_charge:R:1 method="wB97M-V/def2-TZVPD" smiles="CC(C)n1ccccc1=O" e_lumo_ev=0.87 gap_ha=0.336
C -1.104 -0.088 2.242 -0.055
C -1.297 0.588 0.893 -0.355
C -2.580 0.260 0.128 -0.055
N -0.058 0.362 0.054 0.012
C 0.709 1.435 -0.221 -0.079
C 1.898 1.294 -0.890 -0.080
C 2.262 0.000 -1.414 -0.076
C 1.501 -1.078 -1.097 0.003
C 0.255 -0.941 -0.343 -0.433
O -0.485 -1.874 -0.049 0.017
H -1.977 0.092 2.851 0.068
H -1.005 -1.218 2.193 0.101
H -0.236 0.341 2.779 0.088
H -1.321 1.682 1.068 0.128
H -3.470 0.241 0.772 0.079
H -2.549 -0.778 -0.326 0.090
H -2.704 0.912 -0.771 0.088
H 0.315 2.359 0.163 0.119
H 2.431 2.244 -1.108 0.106
H 3.188 -0.127 -2.002 0.112
H 1.751 -2.112 -1.389 0.121

***

Winner for stability: B

***

--- A ---
21
Properties=species:S:1:pos:R:3:lowdin_charge:R:1 method="wB97M-V/def2-TZVPD" smiles="c1ccccc1.CC(N)=O" e_lumo_ev=0.52 gap_ha=0.348
C -0.531 0.332 0.531 -0.124
C -0.068 -0.856 0.631 -0.247
C -0.015 -1.443 1.845 -0.101
C -0.398 -0.708 2.958 -0.129
C -0.841 0.592 2.944 -0.102
C -0.724 1.147 1.691 -0.041
H -0.754 0.830 -0.400 0.098
H 0.016 -1.626 -0.176 0.142
H 0.457 -2.529 1.927 0.150
H -0.270 -1.373 4.007 0.155
H -1.175 1.020 3.873 0.102
H -1.006 2.186 1.650 0.097
C 1.293 -0.028 -1.651 -0.083
C -0.030 0.028 -2.369 -0.726
N 0.184 0.535 -3.578 0.051
O -1.140 -0.245 -1.941 0.011
H 1.032 -0.470 -0.518 0.059
H 1.773 1.212 -1.590 0.167
H 2.130 -0.823 -2.048 0.123
H -0.924 0.857 -3.953 0.207
H 0.990 1.361 -3.833 0.191

***

--- B ---
21
Properties=species:S:1:pos:R:3:lowdin_charge:R:1 method="wB97M-V/def2-TZVPD" e_lumo_ev=0.65 gap_ha=0.334
C 0.436 1.052 -1.380 -0.086
C -0.254 0.620 0.810 -0.119
C 0.242 -1.671 0.214 -0.444
C 0.361 2.292 -1.761 0.002
C -0.548 1.638 1.580 0.004
C 0.783 -0.281 -1.869 -0.199
C 1.313 -1.190 -0.743 -0.100
C -1.449 -1.169 1.882 -0.019
N -0.427 -0.723 0.943 -0.089
O -0.010 -2.855 0.345 0.062
H 0.640 2.602 -2.763 0.066
H 0.019 3.077 -1.106 0.049
H -0.878 1.500 2.603 0.055
H -0.427 2.653 1.247 0.039
H -0.100 -0.741 -2.326 0.130
H 1.557 -0.212 -2.645 0.123
H 2.087 -0.654 -0.188 0.127
H 1.749 -2.090 -1.180 0.120
H -2.366 -0.603 1.720 0.096
H -1.624 -2.229 1.707 0.085
H -1.104 -1.018 2.909 0.096

***

Winner for stability: B

***

--- A ---
19
Properties=species:S:1:pos:R:3:lowdin_charge:R:1 method="wB97M-V/def2-TZVPD" total_charge=+1 e_lumo_ev=-3.28 gap_ha=0.342
C -0.820 -0.672 -2.139 -0.064
C -1.598 -0.057 -1.000 -0.201
N -0.863 1.127 -0.439 0.164
H -1.234 -1.643 -2.395 0.095
H -0.768 -0.027 -3.015 0.090
H 0.219 -0.844 -1.832 0.081
H -2.578 0.303 -1.314 0.132
H -1.759 -0.746 -0.174 0.122
H 0.052 0.858 -0.010 0.107
H -1.375 1.566 0.329 0.163
H -0.711 1.849 -1.145 0.172
C 0.924 0.782 2.077 -0.034
C 1.040 -0.467 1.595 -0.319
N 2.215 -1.146 1.334 0.067
H 1.814 1.379 2.237 0.067
H 0.007 1.120 2.542 0.057
H 0.161 -1.101 1.489 0.109
H 3.055 -0.581 1.375 0.101
H 2.220 -1.698 0.486 0.090

***

--- B ---
19
Properties=species:S:1:pos:R:3:lowdin_charge:R:1 method="wB97M-V/def2-TZVPD" total_charge=+1 e_lumo_ev=-8.57 gap_ha=0.182
C -0.080 -1.566 0.553 -0.253
C 0.709 -0.428 1.325 -0.226
C -0.211 0.751 1.684 -0.111
N 0.621 -1.836 -0.706 0.029
H -1.067 -1.179 0.346 0.088
H -0.103 -2.499 1.133 0.125
H 1.523 -0.101 0.658 0.093
H 1.116 -0.843 2.258 0.116
H -0.959 0.394 2.422 0.097
H -0.698 1.013 0.717 0.025
H 0.304 1.637 2.090 0.087
H 0.226 -2.693 -1.123 0.099
H 0.351 -1.047 -1.345 0.037
C 0.080 1.635 -1.613 0.004
N -0.971 0.667 -1.417 0.243
H 0.953 1.652 -0.936 0.131
H -0.190 2.677 -1.839 0.132
H -1.816 0.976 -1.911 0.128
H 0.212 0.791 -2.297 0.155

***

--- C ---
19
Properties=species:S:1:pos:R:3:lowdin_charge:R:1 method="wB97M-V/def2-TZVPD" total_charge=+1 e_lumo_ev=-8.55 gap_ha=0.216
C 0.947 0.188 -0.626 -0.409
C 0.249 -1.148 -0.416 -0.184
C -1.267 -0.778 -0.422 -0.194
C -1.712 0.102 0.738 -0.184
N -1.069 1.440 0.684 0.180
N 1.248 0.781 0.647 0.121
H 0.403 0.821 -1.349 0.156
H 1.419 -0.225 -1.599 0.171
H 0.204 -1.921 -1.208 0.134
H 0.600 -1.675 0.475 0.124
H -1.793 -1.731 -0.361 0.120
H -1.572 -0.350 -1.375 0.124
H -2.812 0.253 0.794 0.153
H 2.647 -0.367 0.091 0.139
H -1.434 -0.425 1.670 0.154
H 0.125 1.211 0.794 0.032
H 3.282 0.290 -0.411 0.159
H 2.030 1.429 0.543 0.084
H -1.496 2.102 1.330 0.120

***

--- D ---
19
Properties=species:S:1:pos:R:3:lowdin_charge:R:1 method="wB97M-V/def2-TZVPD" total_charge=+1 e_lumo_ev=-8.92 gap_ha=0.209
C 1.405 -0.902 0.542 -0.176
N 2.768 -0.277 0.607 0.040
C 0.433 0.060 -0.032 -0.440
N -0.918 -0.231 0.045 0.342
C -3.993 0.210 -0.057 -0.060
C 0.926 1.020 -1.061 -0.023
H 1.688 -1.717 -0.129 0.149
H 1.029 -1.454 1.416 0.138
H 3.404 -1.076 0.646 0.098
H 2.897 0.337 1.416 0.098
H -0.007 0.809 0.784 0.263
H -1.187 -0.702 -0.871 0.160
H -4.313 -0.716 0.449 0.032
H -3.533 0.911 0.634 0.011
H -3.328 -0.113 -0.861 -0.014
H -4.964 0.623 -0.363 0.035
H 1.479 1.876 -0.641 0.126
H 1.516 0.681 -1.976 0.135
H 0.005 1.456 -1.433 0.085

***

Winner for stability: A